1.
{
  "formula": "C50H37AuCl2N5O5S4",
  "method": "ωB97M-V/def2-TZVPD",
  "relative_energy_kj_mol": 7.92,
  "total_charge": 1,
  "spin_multiplicity": 3,
  "symbols": ["Au", "N", "S", "N", "S", "N", "S", "N", "C", "C", "C", "C", "C", "C", "C", "C", "C", "C", "C", "C", "C", "C", "C", "C", "C", "C", "C", "C", "C", "C", "C", "C", "C", "C", "C", "C", "C", "C", "C", "C", "C", "C", "C", "C", "H", "H", "H", "H", "H", "H", "H", "H", "H", "H", "H", "H", "H", "H", "H", "H", "H", "H", "H", "H", "H", "H", "H", "H", "H", "H", "H", "H", "H", "H", "Cl", "C", "C", "C", "Cl", "C", "O", "C", "C", "O", "C", "H", "H", "H", "O", "S", "O", "N", "C", "O", "C", "C", "C", "C", "C", "C", "H", "H", "H", "H"],
  "coordinates": [[0.5750, 0.5251, 0.0984], [-0.6396, -0.4319, -1.2581], [-1.7220, 0.0398, -2.1176], [-1.4494, 0.2821, -3.7055], [-0.1068, 0.2078, -4.4432], [1.2682, 0.6452, -3.9332], [1.8747, 1.4803, -2.6572], [2.0639, 0.8539, -1.3466], [3.4607, 1.9081, -3.3366], [3.8613, 1.6065, -4.6276], [5.1301, 1.9861, -5.0426], [5.9747, 2.6609, -4.1743], [5.5632, 2.9492, -2.8796], [4.3036, 2.5677, -2.4502], [0.9821, 3.0332, -2.7244], [0.7657, 3.6604, -3.9459], [0.1160, 4.8827, -3.9681], [-0.2957, 5.4724, -2.7778], [-0.0547, 4.8461, -1.5651], [0.5926, 3.6186, -1.5319], [-0.4570, 1.0942, -5.9463], [0.5979, 1.3370, -6.8160], [0.3495, 2.0054, -8.0023], [-0.9418, 2.4161, -8.3110], [-1.9877, 2.1543, -7.4392], [-1.7532, 1.4821, -6.2475], [0.1322, -1.4674, -4.9694], [-0.9996, -2.1786, -5.3493], [-0.8482, -3.4908, -5.7616], [0.4143, -4.0711, -5.7867], [1.5310, -3.3475, -5.3964], [1.3985, -2.0295, -4.9836], [-3.0260, -1.1601, -2.1684], [-4.0831, -1.0481, -3.0648], [-5.0855, -1.9996, -3.0193], [-5.0270, -3.0315, -2.0849], [-3.9732, -3.1177, -1.1898], [-2.9542, -2.1719, -1.2254], [-2.5714, 1.5477, -1.6945], [-2.5965, 2.6594, -2.5219], [-3.2730, 3.7936, -2.0951], [-3.9043, 3.8052, -0.8605], [-3.8642, 2.6851, -0.0392], [-3.1987, 1.5447, -0.4538], [3.2069, 1.0623, -5.2888], [5.4589, 1.7466, -6.0447], [6.9617, 2.9552, -4.5041], [6.2275, 3.4640, -2.1996], [3.9784, 2.7591, -1.4366], [1.1106, 3.2069, -4.8654], [-0.0564, 5.3820, -4.9119], [-0.7957, 6.4316, -2.7990], [-0.3667, 5.3102, -0.6397], [0.8063, 3.1341, -0.5879], [1.5975, 1.0106, -6.5698], [1.1625, 2.2033, -8.6872], [-1.1321, 2.9376, -9.2391], [-2.9924, 2.4698, -7.6848], [-2.5566, 1.2707, -5.5580], [-1.9801, -1.7240, -5.3004], [-1.7173, -4.0642, -6.0523], [0.5248, -5.0990, -6.1037], [2.5086, -3.8090, -5.4015], [2.2532, -1.4591, -4.6518], [-4.1237, -0.2325, -3.7754], [-5.9200, -1.9351, -3.7045], [-5.8214, -3.7651, -2.0532], [-3.9240, -3.8986, -0.4439], [-2.1351, -2.2194, -0.5203], [-2.1002, 2.6451, -3.4823], [-3.3042, 4.6674, -2.7316], [-4.4362, 4.6898, -0.5360], [-4.3593, 2.6969, 0.9220], [-3.1574, 0.6673, 0.1771], [1.3876, -1.2336, 7.0137], [1.4853, -0.4535, 5.5022], [2.7085, 0.0670, 5.0706], [2.7779, 0.6870, 3.8532], [4.2571, 1.3034, 3.2806], [1.6130, 0.8091, 2.9719], [1.7466, 1.3568, 1.8653], [0.3612, 0.2594, 3.4926], [-0.9215, 0.3450, 2.7676], [-1.0793, 0.8119, 1.6474], [0.3202, -0.3393, 4.7157], [3.5897, -0.0285, 5.6882], [-1.7942, 0.0227, 3.3499], [-0.6061, -0.7638, 5.0850], [-2.1395, -3.1162, 3.7745], [-1.5449, -3.3805, 2.4884], [-2.4156, -3.8609, 1.4443], [-0.7112, -2.0856, 1.9909], [0.5974, -2.3186, 1.9304], [1.4450, -1.4515, 1.6486], [0.9741, -3.7231, 2.3071], [2.2309, -4.2987, 2.3355], [2.3285, -5.6289, 2.7249], [1.1941, -6.3583, 3.0748], [-0.0691, -5.7776, 3.0452], [-0.1431, -4.4561, 2.6574], [3.1018, -3.7203, 2.0574], [3.2967, -6.1099, 2.7565], [1.2982, -7.3923, 3.3744], [-0.9534, -6.3369, 3.3166]],
  "atomic_forces_ev_per_a": [[0.0, 0.2, 0.2], [0.1, -0.1, 0.1], [-0.1, -0.3, 0.0], [0.0, 0.7, -0.1], [0.1, -0.4, 0.0], [0.0, 0.1, 0.0], [0.0, -0.2, -0.1], [0.1, 0.2, 0.0], [0.0, 0.0, 0.0], [0.0, 0.0, 0.0], [0.0, 0.0, 0.0], [0.0, 0.0, 0.0], [0.0, 0.0, 0.0], [0.0, 0.0, 0.0], [0.0, 0.0, 0.0], [-0.1, 0.0, 0.0], [0.0, 0.0, 0.0], [0.0, 0.0, 0.0], [0.0, 0.0, 0.0], [0.1, 0.0, 0.0], [-0.1, -0.1, 0.0], [0.0, 0.0, 0.0], [0.0, 0.0, 0.0], [0.0, 0.0, 0.0], [0.0, 0.0, 0.0], [0.0, 0.1, 0.0], [0.1, 0.0, 0.0], [0.0, 0.0, 0.0], [0.0, 0.0, 0.0], [0.0, 0.0, 0.0], [0.0, 0.0, 0.0], [0.0, 0.0, 0.0], [0.0, 0.0, 0.0], [0.0, 0.0, 0.0], [0.0, 0.0, 0.0], [0.0, 0.0, 0.0], [0.0, 0.0, 0.0], [-0.1, 0.0, 0.0], [0.0, 0.0, 0.0], [0.0, 0.0, 0.0], [0.0, 0.0, 0.0], [0.0, 0.0, 0.0], [0.0, 0.0, 0.0], [0.0, 0.0, 0.0], [0.0, 0.0, 0.0], [0.0, 0.0, 0.0], [0.0, 0.0, 0.0], [0.0, 0.0, 0.0], [0.0, 0.0, 0.0], [0.0, 0.0, 0.0], [0.0, 0.0, 0.0], [0.0, 0.0, 0.0], [0.0, 0.0, 0.0], [0.0, 0.0, 0.0], [0.0, 0.0, 0.0], [0.0, 0.0, 0.0], [0.0, 0.0, 0.0], [0.0, 0.0, 0.0], [0.0, 0.0, 0.0], [0.0, 0.0, 0.0], [0.0, 0.0, 0.0], [0.0, 0.0, 0.0], [0.0, 0.0, 0.0], [0.0, 0.0, 0.0], [0.0, 0.0, 0.0], [0.0, 0.0, 0.0], [0.0, 0.0, 0.0], [0.0, 0.0, 0.0], [0.0, 0.0, 0.0], [0.0, 0.0, 0.0], [0.0, 0.0, 0.0], [0.0, 0.0, 0.0], [0.0, 0.0, 0.0], [0.0, 0.0, 0.0], [0.0, 0.0, 0.0], [0.0, 0.0, -0.1], [0.0, 0.0, 0.0], [0.0, 0.0, 0.0], [0.0, 0.0, 0.0], [-0.1, -0.1, 0.0], [-0.1, 0.0, 0.0], [0.0, 0.2, -0.1], [0.1, -0.1, -0.2], [0.0, 0.0, 0.2], [0.1, 0.0, 0.1], [0.0, 0.0, 0.0], [0.0, 0.0, 0.0], [0.0, 0.0, 0.0], [0.0, 0.0, 0.0], [0.0, 0.0, 0.0], [0.0, 0.0, 0.0], [-0.2, 0.1, -0.1], [0.2, 0.0, 0.0], [0.1, -0.2, -0.1], [0.0, 0.0, 0.0], [0.0, 0.0, 0.0], [0.0, 0.0, 0.0], [0.0, 0.0, 0.0], [0.0, 0.0, 0.0], [0.0, 0.0, 0.0], [0.0, 0.0, 0.0], [0.0, 0.0, 0.0], [0.0, 0.0, 0.0], [0.0, 0.0, 0.0]],
  "lowdin_charge": [1.05, -0.35, 0.77, -0.38, 0.89, -0.38, 0.77, -0.35, -0.30, -0.06, -0.06, -0.06, -0.05, -0.06, -0.31, -0.07, -0.05, -0.07, -0.06, -0.07, -0.30, -0.07, -0.05, -0.05, -0.05, -0.06, -0.29, -0.05, -0.05, -0.05, -0.05, -0.05, -0.32, -0.08, -0.07, -0.05, -0.04, -0.05, -0.30, -0.07, -0.07, -0.06, -0.05, -0.06, 0.08, 0.11, 0.11, 0.11, 0.12, 0.10, 0.11, 0.11, 0.12, 0.09, 0.10, 0.12, 0.11, 0.12, 0.10, 0.11, 0.12, 0.11, 0.11, 0.11, 0.11, 0.11, 0.11, 0.10, 0.09, 0.09, 0.11, 0.11, 0.12, 0.11, 0.79, -0.62, -0.10, -0.55, 0.80, -0.36, -0.06, -0.11, -0.18, -0.07, -0.02, 0.12, 0.14, 0.13, -0.31, 0.64, -0.31, -0.05, -0.52, -0.03, -0.13, 0.00, -0.06, -0.06, -0.03, -0.21, 0.12, 0.11, 0.11, 0.12]
}


2.
{
  "formula": "C50H32N13S3Tl",
  "method": "ωB97M-V/def2-TZVPD",
  "relative_energy_kj_mol": 613.28,
  "total_charge": 0,
  "spin_multiplicity": 1,
  "symbols": ["Tl", "C", "C", "C", "C", "C", "N", "C", "N", "C", "C", "C", "C", "C", "C", "C", "C", "N", "C", "N", "C", "N", "C", "N", "C", "N", "C", "C", "C", "C", "C", "C", "C", "C", "C", "C", "C", "C", "N", "C", "C", "H", "H", "H", "H", "H", "H", "H", "H", "H", "H", "H", "H", "H", "H", "H", "H", "C", "S", "C", "S", "N", "N", "C", "C", "C", "C", "C", "C", "N", "H", "H", "H", "H", "H", "H", "H", "H", "S", "C", "C", "C", "N", "C", "C", "C", "C", "C", "N", "C", "C", "H", "H", "H", "H", "H", "H", "H", "H"],
  "coordinates": [[-0.1331, -0.0837, 0.4008], [3.0838, 3.2586, 0.3628], [3.8285, 3.4816, -0.7865], [3.2923, 3.2427, -2.0597], [2.0239, 2.7225, -2.1138], [0.9940, 2.4279, -3.1717], [0.3424, 1.2332, -2.6812], [-0.0435, 1.8184, -1.4029], [-0.2944, 0.4279, -3.5775], [-1.0110, -0.5581, -3.2014], [-1.9131, -1.3116, -4.1091], [-2.0283, -1.4033, -5.4831], [-3.1042, -2.1221, -5.9954], [-4.0419, -2.7212, -5.1531], [-3.9283, -2.6153, -3.7712], [-2.8512, -1.9060, -3.2680], [-2.4624, -1.5055, -1.8912], [-3.3059, -1.5943, -0.7856], [-3.3844, -0.4958, -0.1030], [-2.7527, 0.6880, -0.4596], [-3.1303, 1.6324, 0.3432], [-2.9006, 2.9210, 0.0525], [-2.2143, 3.3089, -0.9869], [-1.1018, 2.8222, -1.6473], [-0.8920, 3.6058, -2.8484], [0.2028, 3.5023, -3.4941], [-1.9442, 4.6123, -2.9182], [-2.2020, 5.6200, -3.8289], [-3.2163, 6.5180, -3.5240], [-3.9504, 6.4040, -2.3421], [-3.6904, 5.3807, -1.4407], [-2.6792, 4.4915, -1.7522], [-4.0507, 1.1117, 1.4052], [-4.7361, 1.7147, 2.4358], [-5.6465, 0.9331, 3.1512], [-5.8571, -0.4013, 2.8239], [-5.1489, -1.0064, 1.7815], [-4.2485, -0.2302, 1.0892], [-1.3396, -0.8650, -1.8741], [1.2805, 2.4484, -0.9515], [1.7806, 2.7455, 0.2978], [3.5146, 3.4842, 1.3332], [4.8405, 3.8626, -0.6997], [3.8547, 3.4835, -2.9566], [-1.3062, -0.9239, -6.1335], [-3.2280, -2.2074, -7.0684], [-4.8727, -3.2651, -5.5859], [-4.6562, -3.0677, -3.1049], [-1.6298, 5.6985, -4.7466], [-3.4380, 7.3252, -4.2121], [-4.7253, 7.1305, -2.1242], [-4.2394, 5.2748, -0.5116], [-4.5677, 2.7573, 2.6815], [-6.2033, 1.3738, 3.9703], [-6.5925, -0.9756, 3.3761], [-5.3129, -2.0428, 1.5115], [1.1923, 2.6023, 1.2009], [-0.3826, -0.5384, 6.3450], [1.2142, -0.8888, 5.5817], [1.0632, -0.3636, 3.8846], [-0.3592, 0.3149, 3.2074], [2.1965, -0.5688, 3.2822], [2.1675, -0.5803, 1.9372], [3.2231, -0.2643, 1.3109], [3.3047, -0.4555, -0.1524], [4.5071, -0.2337, -0.8087], [4.6006, -0.4980, -2.1637], [3.4935, -0.9985, -2.8283], [2.3270, -1.1744, -2.1019], [2.2171, -0.8923, -0.8038], [-0.1981, -0.0631, 7.3083], [-0.9412, -1.4622, 6.4854], [-0.9353, 0.1307, 5.6899], [4.1032, 0.1011, 1.8396], [5.3601, 0.1334, -0.2487], [5.5275, -0.3211, -2.6965], [3.5221, -1.2402, -3.8844], [1.4307, -1.5540, -2.5891], [3.1179, -5.6392, 2.4634], [1.8588, -4.4973, 1.9331], [1.0687, -3.7753, 2.8182], [0.1374, -2.8935, 2.3055], [-0.0305, -2.6891, 0.9966], [0.6917, -3.4253, 0.1489], [1.6342, -4.3484, 0.5678], [4.2058, -4.5694, 3.3887], [3.8657, -3.9815, 4.5976], [4.8082, -3.1803, 5.2297], [6.0450, -2.9799, 4.7646], [6.3705, -3.5852, 3.6190], [5.4889, -4.3720, 2.8906], [1.1749, -3.8729, 3.8878], [-0.4919, -2.3084, 2.9709], [0.5188, -3.2478, -0.9098], [2.2097, -4.9178, -0.1521], [2.9008, -4.1382, 5.0604], [4.5559, -2.6792, 6.1599], [7.3844, -3.4246, 3.2622], [5.7877, -4.8216, 1.9511]],
  "atomic_forces_ev_per_a": [[0.2, 0.3, -0.2], [-0.1, 0.0, 0.0], [0.0, 0.0, 0.0], [0.1, 0.1, 0.0], [-0.5, 0.0, 0.2], [0.7, -0.5, -0.2], [0.2, 0.3, 0.0], [-0.4, -0.7, 0.8], [0.1, 0.6, 0.1], [-0.1, 0.0, 0.1], [0.1, 0.1, 0.1], [0.0, 0.0, -0.1], [0.0, 0.0, 0.0], [0.0, 0.0, 0.0], [-0.1, 0.0, 0.1], [-0.2, 0.0, 0.2], [-0.4, 0.2, 0.0], [0.3, 0.0, 0.1], [-0.1, -0.2, -0.3], [-0.2, -0.4, -0.3], [-0.1, 0.1, 0.1], [0.0, 0.3, 0.3], [0.3, -0.3, -0.2], [-0.4, 0.2, -0.4], [0.6, 0.0, 0.5], [-0.5, 0.1, -0.4], [0.2, 0.0, 0.0], [0.1, 0.0, -0.2], [0.0, 0.0, 0.0], [0.0, 0.0, 0.0], [-0.1, -0.1, 0.1], [0.0, -0.1, 0.2], [0.1, 0.3, -0.1], [0.0, 0.1, 0.1], [0.1, 0.0, 0.0], [0.0, 0.0, -0.1], [-0.1, -0.1, 0.1], [0.2, -0.1, -0.2], [0.1, -0.3, -0.1], [0.0, 0.1, -0.4], [0.0, 0.0, 0.0], [0.0, 0.0, -0.1], [-0.1, 0.0, 0.0], [-0.1, -0.1, 0.1], [-0.1, 0.0, 0.0], [0.0, 0.0, 0.0], [0.0, 0.0, 0.0], [0.1, 0.1, -0.1], [0.0, 0.0, 0.1], [0.0, 0.0, 0.0], [0.1, -0.1, 0.0], [0.0, 0.0, -0.1], [-0.1, -0.1, 0.0], [0.0, 0.0, -0.1], [0.1, 0.0, 0.0], [0.0, 0.1, 0.0], [0.1, -0.1, -0.1], [0.1, 0.0, 0.0], [0.0, 0.1, -0.1], [0.2, 0.1, -0.1], [-0.3, 0.1, 0.5], [0.1, -0.3, 0.6], [-0.5, 0.1, -0.5], [0.3, 0.1, -0.2], [-0.2, 0.0, 0.1], [0.2, 0.1, 0.1], [0.0, 0.0, -0.1], [0.0, 0.0, 0.0], [-0.2, 0.1, 0.2], [0.2, -0.1, -0.2], [-0.1, 0.0, -0.1], [0.0, 0.1, 0.0], [-0.1, 0.0, 0.0], [0.1, -0.1, 0.0], [-0.1, 0.0, 0.0], [0.0, 0.0, 0.0], [0.0, 0.0, 0.1], [0.1, 0.1, 0.1], [-0.1, 0.0, 0.1], [0.0, 0.1, -0.1], [0.1, -0.1, 0.0], [-0.1, 0.0, -0.1], [-0.1, -0.3, 0.0], [-0.1, 0.1, 0.1], [0.1, 0.0, 0.0], [0.1, 0.0, -0.1], [0.0, 0.0, 0.1], [0.2, 0.0, -0.1], [-0.2, -0.2, -0.1], [-0.1, 0.1, 0.2], [0.0, 0.1, 0.0], [0.0, 0.0, 0.0], [0.1, -0.1, -0.1], [0.0, 0.0, 0.1], [0.0, 0.1, 0.0], [0.1, 0.0, 0.0], [0.0, 0.0, -0.1], [-0.1, 0.0, 0.0], [0.0, 0.0, 0.1]],
  "lowdin_charge": [0.84, -0.07, -0.08, -0.02, -0.11, -0.13, -0.07, -0.23, 0.19, -0.28, -0.10, -0.01, -0.08, -0.08, -0.01, -0.10, -0.26, 0.22, -0.27, 0.10, -0.29, 0.21, -0.16, 0.15, -0.17, 0.22, -0.09, 0.00, -0.06, -0.06, 0.00, -0.09, -0.09, 0.00, -0.07, -0.07, 0.00, -0.09, 0.10, -0.17, -0.04, 0.11, 0.10, 0.11, 0.11, 0.10, 0.10, 0.12, 0.12, 0.11, 0.11, 0.12, 0.12, 0.10, 0.10, 0.12, 0.10, -0.43, 0.82, -1.13, 0.50, -0.10, -0.06, -0.09, -0.26, -0.02, -0.06, -0.05, -0.13, 0.07, 0.03, 0.03, -0.02, 0.13, 0.12, 0.11, 0.11, 0.10, 1.00, -0.50, -0.06, -0.17, 0.00, -0.15, -0.07, -0.51, -0.08, -0.13, 0.06, -0.15, -0.09, 0.09, 0.07, 0.10, 0.11, 0.09, 0.11, 0.10, 0.10]
}